Entry from OMol25: C5H8O in the gas phase in a non-equilibrium geometry (ωB97M-V/def2-TZVPD).

CARTESIAN COORDINATES (ANGSTROEM)
C  0.359  -1.135  -0.252
C  1.181  0.172  -0.379
C  0.410  1.063  0.590
O  -0.138  0.327  1.687
C  -0.988  0.651  0.588
C  -1.102  -0.502  -0.391
H  0.523  -1.890  -1.017
H  0.684  -1.585  0.703
H  1.095  0.546  -1.410
H  2.249  0.136  -0.134
H  0.733  2.062  0.857
H  -1.812  1.299  0.875
H  -1.130  -0.107  -1.424
H  -2.063  -1.036  -0.292

Atoms 1-6, force components in eV/Å:
C -0.318 0.007 -0.327
C -0.041 -0.005 0.046
C 0.209 0.265 -0.069
O 0.055 0.224 0.411
C -0.099 0.041 -0.048
C 0.326 -0.160 0.161

The energy relative to the best compared isomer or geometry (same formula, charge and spin) comes out at 154.3 kJ/mol. The HOMO energy comes out at -9.88 eV. Its strongest force on any atom is 1.07 eV Å⁻¹. The calculation puts the orbital gap at 0.4052 Eh. Its SMILES is C1C[C@@H]2O[C@@H]2C1. As for the spin multiplicity: 1.

Here are the Löwdin charges for atoms 1 to 6, given in e:
1 C -0.155
2 C -0.137
3 C -0.252
4 O -0.037
5 C -0.261
6 C -0.107


Entry from OMol25: C5H8O as an isolated structure (ωB97M-V/def2-TZVPD).

CARTESIAN COORDINATES (ANGSTROEM)
C  1.498  -0.992  -0.242
C  0.256  -0.199  0.040
C  -0.961  -0.309  -0.857
C  -0.059  1.235  -0.295
C  -0.592  1.216  1.145
O  -0.160  -0.135  1.406
H  2.324  -0.616  0.368
H  1.344  -2.050  -0.004
H  1.771  -0.901  -1.297
H  -1.845  -0.705  -0.359
H  -0.746  -0.694  -1.852
H  -1.160  0.844  -1.121
H  -1.661  1.377  1.327
H  -0.010  1.929  1.741

Atoms 1-6, force components in eV/Å:
C -0.012 0.000 0.006
C 0.235 -0.154 -0.264
C -0.075 -0.238 -0.059
C 0.109 0.022 0.202
C -0.179 0.322 0.046
O 0.008 -0.092 0.094

The energy relative to the best compared isomer or geometry (same formula, charge and spin) comes out at 468.8 kJ/mol. The HOMO energy comes out at -8.60 eV. Its strongest force on any atom is 0.39 eV Å⁻¹. The calculation puts the orbital gap at 0.3526 Eh. As for the spin multiplicity: 1.

Here are the Löwdin charges for atoms 1 to 6, given in e:
1 C -0.003
2 C -0.594
3 C -0.022
4 C 0.037
5 C -0.192
6 O -0.076


Entry from OMol25: a 2-piece molecular cluster, C5H8O overall (ωB97M-V/def2-TZVPD).

CARTESIAN COORDINATES (ANGSTROEM)
C  0.850  1.283  0.236
C  -0.433  1.172  0.563
O  -1.276  0.195  0.100
C  -0.683  -0.809  -0.622
C  0.586  -0.809  -1.017
C  1.519  0.340  -0.730
H  1.424  2.088  0.684
H  -0.956  1.837  1.241
H  -1.388  -1.610  -0.814
H  0.951  -1.672  -1.566
H  1.782  0.865  -1.662
H  2.469  -0.028  -0.320
H  -2.298  -1.131  1.763
H  -2.545  -1.722  2.142

Atoms 1-6, force components in eV/Å:
C -0.160 0.005 0.046
C 0.211 0.116 0.022
O 0.060 0.028 -0.045
C 0.175 -0.113 -0.112
C -0.151 -0.013 0.035
C 0.024 0.000 -0.005

The energy relative to the best compared isomer or geometry (same formula, charge and spin) comes out at 217.6 kJ/mol. The HOMO energy comes out at -8.40 eV. Its strongest force on any atom is 0.24 eV Å⁻¹. The calculation puts the orbital gap at 0.3482 Eh. Its SMILES is C1=COC=CC1.[H][H]. As for the spin multiplicity: 1.

Here are the Löwdin charges for atoms 1 to 6, given in e:
1 C -0.079
2 C -0.136
3 O -0.098
4 C -0.149
5 C -0.079
6 C -0.189


Entry from OMol25: C5H8O in the gas phase in a non-equilibrium geometry (ωB97M-V/def2-TZVPD).

CARTESIAN COORDINATES (ANGSTROEM)
C  -1.315  1.143  0.100
C  -0.019  1.313  0.340
C  1.024  0.563  -0.464
C  0.822  -0.710  0.318
C  -0.324  -1.501  -0.117
O  1.427  -0.946  1.346
H  -2.074  1.423  0.820
H  -1.673  0.785  -0.866
H  0.317  1.809  1.247
H  0.757  0.520  -1.526
H  2.042  0.918  -0.331
H  -0.898  -2.006  0.684
H  -0.933  -1.370  -1.012
H  0.846  -1.941  -0.539

Atoms 1-6, force components in eV/Å:
C -0.116 0.776 -0.231
C -0.202 0.551 -0.093
C 0.022 0.570 0.044
C -0.821 1.602 0.955
C 2.194 -2.069 -0.818
O 0.283 0.007 -0.059

The energy relative to the best compared isomer or geometry (same formula, charge and spin) comes out at 305.0 kJ/mol. The HOMO energy comes out at -9.45 eV. Its strongest force on any atom is 3.51 eV Å⁻¹. The calculation puts the orbital gap at 0.3795 Eh. Its SMILES is C=CCC(C)=O. As for the spin multiplicity: 1.

Here are the Löwdin charges for atoms 1 to 6, given in e:
1 C -0.006
2 C -0.172
3 C -0.111
4 C -0.651
5 C 0.017
6 O 0.049